This record from the OMol25 dataset describes a 21-piece molecular cluster, C14H47ClN4O21 overall in a non-equilibrium geometry. The level of theory is ωB97M-V/def2-TZVPD.

Results
Spin multiplicity: 1
Strongest force on any atom: 5.27 eV/A
DFT total energy: -76756.830 eV
HOMO level: -8.5955 eV
Kohn-Sham gap: 0.2657 hartree

```
87
Properties=species:S:1:pos:R:3:forces:R:3
Cl -1.123 -4.952 3.951 0.07 0.41 0.13
N 2.234 0.381 -1.552 -2.23 1.36 0.84
N -2.355 -1.287 2.752 -0.35 -4.18 3.18
N -1.729 0.125 1.226 0.97 1.53 -2.72
N 0.586 -1.431 0.621 1.07 2.32 -1.45
O 3.034 -0.686 -1.136 -1.40 -0.51 -0.06
C 1.060 0.547 -0.971 2.34 -1.02 -1.77
C -2.236 -2.485 3.473 -0.63 1.85 -1.56
C 0.289 -0.285 -0.053 -0.06 -2.29 2.40
C -0.914 0.438 0.233 -1.04 0.38 1.75
C -0.412 3.981 -1.912 -1.80 -2.19 1.37
C -1.602 3.892 -1.164 0.27 -1.52 0.26
C 0.419 2.843 -1.921 0.88 3.11 -1.80
C -1.916 2.696 -0.469 1.24 1.87 -1.43
C -1.121 -3.329 3.315 0.96 0.73 -1.86
C 0.178 1.735 -1.204 1.86 -0.02 -0.83
C -0.975 1.706 -0.509 -1.23 -2.39 1.74
C -0.131 -2.953 2.384 -0.27 0.56 0.00
C -1.402 -0.964 1.880 0.06 -1.14 0.98
C -0.227 -1.734 1.639 -1.84 -0.90 0.73
H 2.857 -1.385 -1.820 0.74 0.45 0.05
H -3.091 -2.873 4.076 0.74 0.83 -0.44
H -0.335 4.828 -2.534 0.88 0.72 -0.55
H -2.319 4.682 -1.138 -0.23 0.52 -0.09
H 1.272 2.948 -2.543 0.97 -0.17 -0.26
H -2.834 2.600 0.022 -1.05 -0.24 0.85
H 0.699 -3.574 2.071 -0.10 -0.38 0.34
O -1.678 -4.317 0.018 -0.71 -0.78 2.08
H -1.012 -4.948 0.444 -1.05 0.92 -0.78
H -2.458 -4.206 0.653 1.82 -0.28 -1.27
O -0.384 6.504 0.259 1.64 -0.05 1.21
H -0.174 5.713 0.855 -0.21 1.82 -1.21
H 0.355 7.186 0.369 -1.48 -1.77 -0.01
O 0.623 -5.948 0.135 0.18 -1.57 0.78
H 0.443 -6.927 0.316 0.59 2.18 -0.29
H 1.498 -5.701 0.579 -1.66 -0.73 -0.74
O -3.464 -1.788 6.376 -0.06 1.51 -1.21
H -4.298 -1.488 5.889 2.02 -0.30 0.93
H -2.712 -1.157 6.131 -2.03 -1.13 0.30
O 2.892 -5.561 1.291 2.79 -0.09 1.50
H 3.256 -4.926 1.990 -0.65 -1.59 -1.31
H 3.554 -6.318 1.178 -1.26 1.64 0.44
O 3.156 -2.576 -3.240 -2.12 -0.68 -0.04
H 2.976 -3.291 -2.547 0.21 1.20 -1.17
H 2.314 -2.447 -3.786 1.77 -0.47 1.20
O 4.213 1.353 0.764 -1.34 0.06 1.43
H 3.858 2.001 1.455 0.62 -1.73 -1.36
H 3.728 0.472 0.881 0.63 2.07 -0.04
O -0.671 4.227 -5.586 0.08 0.49 -1.94
H -0.958 3.695 -6.398 0.72 1.47 1.54
H -0.289 5.108 -5.906 -0.92 -2.15 0.39
O -5.268 4.874 -2.003 0.26 1.47 1.41
H -5.505 4.809 -1.021 0.64 0.51 -2.13
H -4.893 5.798 -2.176 -0.88 -1.98 0.75
O 3.267 1.888 -4.107 -0.53 0.75 -2.06
H 3.629 2.368 -4.920 -0.99 -1.18 1.79
H 2.273 1.750 -4.238 1.68 0.06 0.01
O 2.197 4.974 -4.395 0.36 0.72 -1.93
H 2.929 4.590 -4.978 -1.67 1.10 1.17
H 1.754 5.729 -4.903 1.33 -1.71 0.89
O 0.600 1.287 -4.510 -2.24 0.09 0.22
H 0.084 2.153 -4.422 0.76 -1.77 -0.13
H -0.025 0.524 -4.286 1.25 1.85 -0.33
O -0.349 -2.756 -1.826 0.98 -1.48 -0.13
H 0.284 -3.372 -2.320 -1.53 1.09 1.44
H -0.674 -3.237 -0.997 0.51 0.45 -1.65
O 3.514 -1.020 1.935 1.13 -2.03 1.09
H 4.454 -1.265 1.652 -1.91 0.33 0.80
H 3.242 -1.635 2.690 0.82 1.33 -1.67
O -0.873 0.748 4.437 2.02 -0.66 0.32
H -0.562 0.081 5.131 -0.31 1.58 -1.63
H -0.066 1.047 3.904 -1.42 -0.92 1.34
O -5.005 -5.325 3.949 0.05 -1.64 -1.23
H -5.465 -5.426 3.054 1.11 -0.13 1.99
H -4.547 -6.201 4.169 -1.13 1.83 -0.78
O 4.158 2.895 -1.706 -0.90 -1.27 0.56
H 3.959 2.439 -0.825 0.49 0.49 -2.03
H 3.780 2.322 -2.450 0.62 0.94 1.50
O -4.130 1.071 2.416 -0.36 -0.88 -1.13
H -4.581 0.844 1.539 1.31 0.19 1.97
H -3.413 0.378 2.589 -1.46 0.92 -0.71
O 3.038 -3.524 -0.711 0.05 -0.13 2.18
H 2.541 -2.806 -0.200 0.86 -1.18 -0.75
H 3.453 -4.158 -0.041 -1.20 1.45 -1.48
O -2.026 3.040 2.821 -0.13 -1.38 0.46
H -2.870 2.609 2.467 1.63 0.21 1.04
H -1.577 2.385 3.448 -1.62 1.22 -1.37
```
Positions in Å, forces in eV/Å.

So, what does the Mulliken scheme give us? The charges, in e, come out as: number 1, Cl, carries -0.22; number 2, N, carries -0.04; number 3, N, carries -0.58; number 4, N, carries 0.13; number 5, N, carries 1.20; number 6, O, carries -0.29; number 7, C, carries -0.90; number 8, C, carries -0.85; number 9, C, carries -0.07; number 10, C, carries -0.10; number 11, C, carries -1.32; number 12, C, carries -0.86; number 13, C, carries 0.26; number 14, C, carries -0.35; number 15, C, carries 0.02; number 16, C, carries 0.42; number 17, C, carries -0.09; number 18, C, carries -0.52; number 19, C, carries 0.45; number 20, C, carries 0.48; number 21, H, carries 0.27; number 22, H, carries 0.43; number 23, H, carries 0.49; number 24, H, carries 0.41; number 25, H, carries 0.77; number 26, H, carries 0.72; number 27, H, carries 0.53; number 28, O, carries -0.68; number 29, H, carries 0.38; number 30, H, carries 0.30; number 31, O, carries -0.64; number 32, H, carries 0.32; number 33, H, carries 0.31; number 34, O, carries -0.71; number 35, H, carries 0.29; number 36, H, carries 0.45; number 37, O, carries -0.66; number 38, H, carries 0.34; number 39, H, carries 0.32; number 40, O, carries -0.65; number 41, H, carries 0.32; number 42, H, carries 0.28; number 43, O, carries -0.67; number 44, H, carries 0.33; number 45, H, carries 0.31; number 46, O, carries -0.70; number 47, H, carries 0.33; number 48, H, carries 0.30; number 49, O, carries -0.57; number 50, H, carries 0.30; number 51, H, carries 0.28; number 52, O, carries -0.67; number 53, H, carries 0.33; number 54, H, carries 0.32; number 55, O, carries -0.62; number 56, H, carries 0.22; number 57, H, carries 0.37; number 58, O, carries -0.54; number 59, H, carries 0.29; number 60, H, carries 0.26; number 61, O, carries -0.72; number 62, H, carries 0.33; number 63, H, carries 0.32; number 64, O, carries -0.59; number 65, H, carries 0.28; number 66, H, carries 0.35; number 67, O, carries -0.69; number 68, H, carries 0.32; number 69, H, carries 0.27; number 70, O, carries -0.71; number 71, H, carries 0.28; number 72, H, carries 0.33; number 73, O, carries -0.63; number 74, H, carries 0.32; number 75, H, carries 0.32; number 76, O, carries -0.69; number 77, H, carries 0.42; number 78, H, carries 0.36; number 79, O, carries -0.79; number 80, H, carries 0.30; number 81, H, carries 0.36; number 82, O, carries -0.60; number 83, H, carries 0.34; number 84, H, carries 0.22; number 85, O, carries -0.64; number 86, H, carries 0.38; number 87, H, carries 0.33